Entry from the OMol25 dataset: a 2-piece molecular cluster, C8H18O overall (ωB97M-V/def2-TZVPD).

Its multiplicity is 2. The calculation puts the orbital gap (spin up / spin down) at 2.6 / 9.4 eV. The charge is -1.

XYZ file:
```
27
C8H18O, DFT ωB97M-V/def2-TZVPD
C -0.352 2.274 -0.339
C -0.077 2.350 1.172
C 0.300 1.002 1.709
C -1.103 0.204 1.924
C -1.165 -1.288 1.288
C -0.658 -1.067 -0.119
C -0.137 -2.099 -0.799
C 0.071 -2.043 -2.325
H -1.334 1.876 -0.614
H 0.441 1.610 -0.691
H -0.137 3.312 -0.776
H 0.729 3.097 1.396
H -1.057 2.929 1.703
H 0.843 0.350 1.088
H 0.931 1.085 2.626
H -1.180 0.145 3.042
H -1.991 0.673 1.555
H -0.434 -2.016 1.598
H -2.174 -1.888 1.273
H -0.735 -0.084 -0.606
H 0.076 -3.139 -0.400
H 0.905 -2.744 -2.542
H 0.202 -1.099 -2.600
H -0.841 -2.386 -2.897
H 2.811 0.738 -1.274
H 1.896 -0.391 -1.518
O 2.472 0.240 -1.928
```

Atom charges from the Mulliken analysis, given in e for atoms 1 to 5: C -1.146; C -0.720; C -0.991; C -0.842; C -0.483


Entry from the OMol25 dataset: a 6-piece molecular cluster, C4H21NO6 overall (ωB97M-V/def2-TZVPD).

Its multiplicity is 1. The value obtained for the relative energy (zero: lowest compared OMol25 entry of this formula, charge and spin) is 55.3 kcal/mol. As for the SMILES: COC[C@H](C)N.O.O.O.O.O. The calculation puts the orbital gap at 9.7 eV.

XYZ file:
```
32
C4H21NO6, DFT ωB97M-V/def2-TZVPD
C 6.286 1.822 15.905
C 7.703 1.494 15.559
C 8.334 2.507 14.503
O 9.443 1.804 13.861
C 9.898 2.455 12.720
N 8.573 1.359 16.706
H 5.902 1.356 16.813
H 5.567 1.517 15.144
H 6.120 2.886 16.071
H 7.513 0.603 14.961
H 8.607 3.430 15.015
H 7.541 2.691 13.779
H 9.116 2.817 12.053
H 10.387 1.755 12.043
H 10.482 3.335 12.992
H 8.321 0.613 17.338
H 8.607 2.233 17.210
O 13.011 1.957 15.614
H 12.880 1.331 16.326
H 12.149 2.040 15.205
O 15.250 1.027 11.433
H 16.059 0.610 11.730
H 14.716 1.105 12.223
O 20.307 -1.078 11.881
H 21.211 -1.340 12.057
H 20.174 -0.298 12.420
O 15.230 4.332 8.963
H 15.444 3.613 9.559
H 14.379 4.094 8.596
O 17.145 4.072 14.880
H 16.690 3.455 15.454
H 16.732 3.953 14.025
```

Atom charges from the Mulliken analysis, given in e for atoms 1 to 5: C -1.477; C 0.429; C -0.663; O -0.317; C -0.818


Entry from the OMol25 dataset: C6H11NO3S in the gas phase (ωB97M-V/def2-TZVPD).

Its multiplicity is 1. The value obtained for the relative energy (zero: lowest compared OMol25 entry of this formula, charge and spin) is 86.9 kcal/mol. As for the SMILES: CN(C)S(=O)(=O)C1(C=O)CC1. The calculation puts the orbital gap at 10.5 eV.

XYZ file:
```
22
C6H11NO3S, DFT ωB97M-V/def2-TZVPD
C -0.811 1.107 -1.100
C -1.751 2.041 1.102
C -0.385 2.668 1.017
C -0.773 1.360 0.245
C -1.844 -1.267 0.832
C 0.150 -2.272 -0.137
N -0.415 -1.446 0.940
O -0.156 0.293 -1.644
O 0.128 0.373 2.550
O 1.642 -0.066 0.691
S 0.330 -0.035 1.207
H -1.668 1.685 -1.658
H -2.025 1.452 2.015
H -2.545 2.609 0.632
H -0.265 3.630 0.461
H 0.364 2.510 1.740
H -2.413 -2.153 0.388
H -2.199 -0.877 1.762
H -2.058 -0.524 0.016
H 1.273 -2.129 -0.060
H -0.035 -3.335 0.029
H -0.194 -1.916 -1.106
```

Atom charges from the Mulliken analysis, given in e for atoms 1 to 5: C -0.334; C -0.323; C -0.784; C 0.490; C -0.770


Entry from the OMol25 dataset: a 2-piece molecular cluster, C4H9NO overall (ωB97M-V/def2-TZVPD).

Its multiplicity is 1. The value obtained for the relative energy (zero: lowest compared OMol25 entry of this formula, charge and spin) is 64.2 kcal/mol. As for the SMILES: C=NC(=C)C.O. The calculation puts the orbital gap at 9.7 eV.

XYZ file:
```
15
C4H9NO, DFT ωB97M-V/def2-TZVPD
C -0.753 1.170 0.800
C -0.898 0.045 -0.196
C -1.573 0.042 -1.356
C -1.353 -1.989 0.791
N -0.470 -1.219 0.339
H 0.161 1.731 0.558
H -1.569 1.885 0.803
H -0.512 0.722 1.764
H -1.329 -0.759 -2.039
H -2.007 0.996 -1.638
H -1.072 -2.775 1.503
H -2.422 -1.883 0.574
H 4.071 0.428 -1.097
H 4.762 0.882 0.064
O 4.963 0.724 -0.870
```

Atom charges from the Mulliken analysis, given in e for atoms 1 to 5: C -1.046; C 0.612; C -0.871; C -0.273; N -0.522


Entry from the OMol25 dataset: a 5-piece molecular cluster, C17H35O13 overall (ωB97M-V/def2-TZVPD).

Its multiplicity is 1. The value obtained for the relative energy (zero: lowest compared OMol25 entry of this formula, charge and spin) is 6.0 kcal/mol. The calculation puts the orbital gap at 5.4 eV. The charge is -1.

XYZ file:
```
65
C17H35O13, DFT ωB97M-V/def2-TZVPD
C 0.051 -0.557 1.817
O -0.010 -0.955 0.539
H 0.951 0.096 2.045
H -0.857 -0.059 2.270
H 0.222 -1.441 2.519
C 4.069 -0.146 0.928
C 3.019 -0.117 -0.177
O 3.714 0.209 -1.401
C 2.980 0.005 -2.495
O 1.883 -0.462 -2.512
O 3.660 0.480 -3.557
C 2.946 0.419 -4.783
H 3.606 -0.381 1.885
H 4.572 0.819 1.051
H 4.835 -0.890 0.702
H 2.224 0.594 0.032
H 2.598 -1.115 -0.267
H 3.078 -0.566 -5.247
H 3.283 1.225 -5.422
H 1.868 0.453 -4.607
C -3.982 0.523 1.466
C -3.335 0.108 0.172
O -4.293 0.344 -0.881
C -3.967 0.027 -2.118
O -2.941 -0.457 -2.505
O -5.004 0.346 -2.910
C -4.789 0.139 -4.295
H -4.686 -0.242 1.803
H -4.443 1.506 1.401
H -3.201 0.517 2.230
H -2.925 -0.902 0.247
H -2.441 0.697 -0.050
H -4.818 -0.929 -4.514
H -3.835 0.542 -4.634
H -5.589 0.669 -4.806
C -1.424 2.966 3.099
C -1.058 3.069 1.630
O -2.031 3.817 0.892
C -1.968 5.131 0.960
O -1.147 5.784 1.558
O -2.959 5.645 0.220
C -3.295 7.002 0.481
H -2.409 2.509 3.199
H -1.467 3.966 3.529
H -0.677 2.338 3.579
H -0.981 2.094 1.154
H -0.081 3.551 1.562
H -3.837 7.357 -0.390
H -2.387 7.594 0.604
H -3.911 7.084 1.376
C 1.988 -4.560 2.683
C 2.548 -3.457 1.788
O 3.206 -4.065 0.672
C 2.599 -4.112 -0.524
O 1.693 -3.456 -0.908
O 3.180 -5.052 -1.306
C 3.812 -6.168 -0.677
H 1.218 -5.110 2.139
H 1.493 -4.075 3.525
H 2.752 -5.266 3.015
H 3.232 -2.799 2.309
H 1.647 -2.899 1.501
H 4.640 -5.851 -0.049
H 4.098 -6.832 -1.487
H 3.081 -6.704 -0.062
```

Atom charges from the Mulliken analysis, given in e for atoms 1 to 5: C 0.046; O -0.688; H -0.051; H -0.136; H -0.044


Entry from the OMol25 dataset: a 2-piece molecular cluster, C2H2FNO2 overall (ωB97M-V/def2-TZVPD).

Its multiplicity is 1. The value obtained for the relative energy (zero: lowest compared OMol25 entry of this formula, charge and spin) is 50.5 kcal/mol. As for the SMILES: O=C=O.C=NF. The calculation puts the orbital gap at 12.3 eV.

XYZ file:
```
8
C2H2FNO2, DFT ωB97M-V/def2-TZVPD
C -2.463 2.433 -0.308
C 0.593 0.019 0.359
N -0.341 0.810 0.673
O -3.195 1.628 -0.053
O -1.737 3.301 -0.536
F 0.009 1.662 1.761
H 1.711 0.119 0.685
H 0.420 -0.779 -0.399
```

Atom charges from the Mulliken analysis, given in e for atoms 1 to 5: C 0.724; C -0.221; N -0.123; O -0.316; O -0.394


Entry from the OMol25 dataset: C4H18HgO6 as an isolated structure (ωB97M-V/def2-TZVPD).

Its multiplicity is 1. The value obtained for the relative energy (zero: lowest compared OMol25 entry of this formula, charge and spin) is 0.0 kcal/mol. The calculation puts the orbital gap at 7.0 eV.

XYZ file:
```
29
C4H18HgO6, DFT ωB97M-V/def2-TZVPD
Hg -0.810 0.304 0.339
C 2.632 -0.635 2.226
C 1.127 -0.843 2.440
O 0.361 0.278 2.185
H 2.764 -0.264 1.201
H 3.150 -1.594 2.278
H 3.005 0.129 2.909
H 0.992 -1.218 3.472
H 0.856 -1.708 1.809
C 0.454 -0.773 -2.967
C 0.681 -1.617 -1.707
O -0.308 -1.502 -0.752
H 1.294 -1.006 -3.633
H 0.593 0.277 -2.682
H -0.498 -0.895 -3.480
H 1.655 -1.296 -1.301
H 0.770 -2.672 -2.008
O -2.854 -0.952 0.619
H -2.723 -1.729 0.060
H -3.643 -1.127 1.140
O 0.919 1.883 -0.397
H 0.929 2.643 -0.988
H 1.650 2.016 0.218
O -2.106 2.174 1.288
H -2.973 2.547 1.475
H -1.475 2.752 1.733
O -2.023 1.388 -1.534
H -2.311 2.304 -1.483
H -2.106 1.136 -2.459
```

Atom charges from the Mulliken analysis, given in e for atoms 1 to 5: Hg 1.704; C -0.960; C -0.206; O -0.921; H 0.133


Number 1: largest force on an atom 5.18 eV/Å, DFT total energy -390.70024 Ha. Number 2: largest force on an atom 2.55 eV/Å, DFT total energy -671.13322 Ha. Number 3: largest force on an atom 5.74 eV/Å, DFT total energy -913.76699 Ha. Number 4: largest force on an atom 2.29 eV/Å, DFT total energy -287.73010 Ha. Number 5: largest force on an atom 1.73 eV/Å, DFT total energy -1646.87451 Ha. Number 6: largest force on an atom 4.90 eV/Å, DFT total energy -382.44993 Ha. Number 7: largest force on an atom 1.89 eV/Å, DFT total energy -767.94977 Ha.